[1]
{"formula": "C51H54Cl4N4O7SZr", "method": "the ωB97M-V functional and the def2-TZVPD basis", "molar_mass_g_mol": 1100.12, "charge": -2, "lumo_energy_ha": 0.1512, "orbital_gap_ev": 5.2, "symbols": ["C", "H", "C", "O", "N", "H", "C", "H", "H", "C", "H", "H", "C", "C", "H", "O", "C", "H", "H", "H", "Cl", "C", "C", "H", "Zr", "C", "C", "H", "C", "H", "C", "C", "C", "H", "C", "H", "H", "O", "C", "H", "C", "C", "H", "H", "H", "C", "C", "N", "C", "H", "H", "C", "H", "H", "O", "H", "H", "C", "H", "C", "H", "C", "H", "H", "H", "O", "H", "C", "O", "H", "H", "C", "C", "H", "H", "O", "H", "H", "H", "H", "Cl", "C", "H", "C", "H", "H", "H", "C", "C", "S", "C", "C", "H", "C", "C", "C", "Cl", "H", "H", "C", "H", "C", "H", "Cl", "N", "C", "H", "N", "C", "H", "C", "C", "C", "C", "C", "C", "C", "H", "H", "C", "C", "H"], "xyz": [[4.756083, 0.695309, 1.771459], [0.889954, 4.271204, -3.482791], [-1.610982, 5.389087, 0.624655], [0.789475, -2.791448, -0.589794], [-1.555631, 0.268601, 1.266761], [5.585983, 1.910822, 3.329575], [-3.792948, -4.094241, -2.928391], [3.106958, 4.456978, -2.302492], [0.391920, 5.936643, 0.040210], [-2.004996, -2.517996, -1.857377], [-4.979537, -3.856117, 0.999929], [0.112036, -3.209722, -5.512240], [0.210967, 3.816695, -0.133523], [-0.103552, 5.110392, 0.560551], [2.443653, 5.732338, -1.280138], [3.266541, -1.741494, 1.050609], [1.799300, -3.995841, -4.418554], [1.814175, 1.770018, -5.801630], [3.898219, 4.480595, 3.408055], [-3.006790, 3.920845, 5.263473], [0.482234, -3.105452, 4.396634], [0.054340, 2.537122, 0.394208], [-1.133487, -2.558993, -2.949909], [-3.856813, -2.446144, -4.331359], [0.203222, -0.792502, -0.110266], [1.517543, -0.509524, -4.195533], [1.805181, -4.899629, 2.811183], [-5.923539, -1.599854, 0.385084], [0.664335, 2.246422, -1.675615], [-2.272781, -1.384392, 5.408898], [-5.092069, -3.557495, -0.046149], [-3.179121, -1.575985, 1.302657], [-3.182271, -1.691594, 4.886815], [2.622688, 6.005964, -3.022777], [-3.780094, -3.069237, -0.574313], [3.166876, -0.962837, -5.448709], [1.567046, 0.373400, -6.846833], [2.213485, -0.525433, -0.794860], [2.678091, -0.077712, -5.036180], [-4.088270, 2.743161, 4.496652], [0.959464, 0.259572, -3.091215], [-6.205135, -2.506727, -0.151258], [3.159164, 1.149783, -6.772065], [1.901484, 0.317695, 5.152605], [-3.068349, 3.774776, 3.496221], [-0.112600, 2.189347, 1.834767], [-2.530416, -0.467946, 1.898865], [-1.831210, -1.801021, -0.730533], [0.604388, 3.627176, -1.473843], [2.993517, 1.853331, -0.872514], [-4.080536, 0.270529, 4.877767], [4.529842, 3.101634, 1.889989], [3.431972, 3.992483, 0.269965], [-2.987939, -4.611314, -3.457140], [4.516745, -1.299817, -0.996837], [5.083555, -0.244861, 2.199603], [0.229702, 5.506834, -2.428526], [1.076720, -2.851834, -5.136666], [3.410968, 0.409740, -4.389435], [-2.914863, -2.113226, 0.092378], [1.652508, -2.529993, -6.008577], [-3.104146, 3.213600, 4.433018], [-2.025148, 5.441029, -0.384677], [1.915223, -4.870160, -5.066996], [-5.350931, -2.665434, -3.421108], [1.362747, 0.339296, 1.604968], [-6.375068, -2.231972, -1.194573], [-0.118945, -1.642027, -3.140877], [1.384461, 1.427305, 3.535157], [-4.729896, -0.815305, 3.662836], [-3.876089, -2.123595, 5.616667], [5.019249, 1.901916, 2.403412], [-1.288969, 1.277166, 2.119535], [-7.145596, -2.880433, 0.263473], [-1.022676, 2.655588, 4.485894], [0.021150, -1.891598, 1.691674], [-0.138054, 3.077593, 2.459637], [0.297366, 5.102489, 1.580598], [2.787147, -3.673251, -4.083159], [1.818986, 2.116767, -3.505695], [3.154873, -6.839654, 1.485996], [0.688655, -3.024783, 1.721392], [-5.390303, -4.451757, -0.598544], [1.178280, 1.558700, -2.830303], [1.243372, -4.291149, -3.527835], [-4.961272, -3.771432, -4.751581], [-4.007484, -2.006549, 1.856137], [4.016558, 0.682571, 0.598829], [1.037098, -3.723463, 2.862376], [3.487213, -0.876823, -0.079742], [-2.862855, 0.090312, 3.138212], [0.971049, 1.256240, 2.290340], [-2.120622, 4.574375, 1.144815], [2.121247, 0.318041, 4.088332], [2.366163, 5.259662, -2.263106], [1.833525, -4.704965, 0.412930], [2.330441, -5.300927, -1.140464], [-2.067877, 1.578697, 5.386207], [-1.268336, -3.339551, -3.687219], [3.579132, 1.872878, 0.037828], [5.647505, 4.420103, 3.187887], [0.855443, -1.682962, -4.230733], [1.799072, -0.611312, 3.629603], [2.247572, -5.721837, 4.278014], [0.001377, -0.507511, -2.407934], [-1.994047, 2.155495, 4.457781], [3.187703, 0.459695, 3.913583], [0.306832, 1.581839, -0.524457], [-4.538008, -3.195063, -3.922747], [-4.470044, -4.865227, -2.552211], [3.829331, 3.073337, 0.687681], [2.284390, 0.861553, -6.182785], [1.108368, -3.526082, 0.451447], [0.956572, 4.687896, -2.474487], [4.691479, 4.387960, 2.660278], [-2.048650, 1.218318, 3.288525], [-3.801709, -0.497075, 4.149458], [4.627607, 5.256696, 2.002953], [-1.834015, 6.328437, 1.143665], [2.202374, -5.388488, 1.584073], [-3.225207, -3.314808, -1.783038], [-2.890017, -2.468481, 4.177538]], "forces_ev_per_a": [[0.068, -0.004, -0.067], [-0.038, 0.027, -0.015], [0.057, 0.001, 0.019], [0.371, -0.150, 0.416], [0.345, -0.318, 0.206], [-0.018, -0.006, 0.009], [0.038, 0.033, 0.004], [-0.007, 0.031, 0.001], [0.021, 0.010, 0.034], [0.071, -0.051, 0.182], [-0.002, -0.020, 0.005], [0.007, 0.010, -0.021], [-0.112, 0.061, 0.005], [-0.014, -0.072, -0.057], [0.018, -0.021, -0.026], [-0.043, -0.084, 0.206], [-0.045, 0.011, 0.011], [0.002, -0.032, -0.015], [0.025, 0.019, -0.016], [-0.020, -0.016, -0.012], [0.035, 0.026, -0.073], [0.280, 0.126, 0.046], [0.115, -0.154, -0.031], [-0.027, -0.008, 0.011], [-2.049, 1.240, -0.221], [0.107, -0.110, 0.109], [-0.040, 0.065, -0.052], [-0.022, -0.008, -0.012], [-0.009, 0.003, 0.086], [-0.029, -0.019, -0.018], [-0.021, 0.049, 0.035], [0.043, 0.069, 0.100], [-0.009, 0.032, -0.016], [-0.002, -0.014, 0.025], [0.053, -0.021, -0.059], [0.019, -0.006, 0.009], [0.014, 0.013, 0.009], [1.042, -0.109, 0.309], [-0.128, 0.110, -0.087], [0.018, 0.010, -0.028], [-0.412, 0.122, -0.068], [0.048, -0.014, -0.020], [-0.020, 0.004, 0.001], [0.000, 0.024, 0.024], [-0.005, -0.006, 0.030], [-0.274, -0.490, 0.046], [-0.120, 0.054, -0.184], [-0.092, -0.027, -0.308], [0.046, 0.079, -0.038], [-0.046, 0.007, 0.056], [-0.047, 0.007, -0.003], [0.004, 0.025, 0.021], [-0.004, -0.026, 0.002], [-0.020, -0.065, 0.028], [-0.056, 0.148, -0.223], [-0.034, 0.026, 0.010], [-0.007, 0.004, -0.034], [-0.016, -0.033, 0.070], [0.019, 0.005, -0.016], [0.019, -0.090, -0.028], [-0.014, -0.016, -0.032], [0.051, 0.000, 0.016], [-0.016, -0.009, 0.021], [-0.003, 0.043, 0.006], [0.007, -0.009, -0.021], [0.092, -0.488, -0.029], [0.004, -0.002, 0.020], [-0.501, 0.102, 0.042], [0.088, 0.052, 0.209], [-0.035, 0.008, 0.030], [0.025, 0.024, -0.025], [0.026, 0.029, -0.052], [0.004, 0.401, -0.237], [0.017, 0.000, -0.006], [0.020, -0.022, 0.022], [0.423, -0.413, 0.059], [-0.036, 0.028, 0.055], [0.032, 0.041, -0.002], [-0.028, -0.011, 0.004], [0.022, 0.002, 0.040], [-0.050, 0.055, -0.022], [0.006, -0.132, -0.199], [0.004, -0.037, 0.028], [0.036, 0.186, 0.171], [0.033, 0.009, -0.029], [0.032, 0.013, 0.028], [-0.023, 0.044, -0.008], [-0.211, 0.137, 0.027], [-0.196, 0.002, 0.317], [0.423, -0.059, -0.322], [-0.044, -0.103, 0.100], [0.024, 0.489, -0.060], [0.002, 0.026, -0.026], [0.123, -0.016, 0.083], [-0.076, -0.024, -0.019], [0.089, -0.193, -0.208], [0.006, 0.028, 0.055], [0.024, 0.032, 0.022], [0.021, -0.024, 0.039], [0.054, 0.002, -0.017], [-0.021, 0.008, -0.020], [-0.016, 0.140, -0.146], [-0.022, -0.058, -0.005], [-0.041, 0.041, -0.048], [0.838, -0.609, 0.046], [-0.106, 0.012, -0.100], [-0.104, 0.018, 0.004], [-0.015, -0.207, -0.289], [0.024, -0.012, 0.015], [-0.007, -0.026, 0.001], [0.015, -0.018, 0.026], [0.007, -0.019, 0.037], [-0.170, 0.028, 0.004], [0.102, -0.014, 0.094], [0.005, -0.050, -0.011], [0.040, 0.067, 0.098], [0.070, -0.025, -0.028], [0.010, -0.025, 0.006], [0.013, -0.035, -0.023], [-0.062, 0.033, -0.019], [-0.112, 0.050, -0.130], [0.002, 0.026, 0.032]]}

---

[2]
{"formula": "C27H24F3N7O2S", "method": "the ωB97M-V functional and the def2-TZVPD basis", "molar_mass_g_mol": 567.60, "charge": 0, "lumo_energy_ha": 0.0031, "smiles": "C=CCN1C(=O)N[C@@](c2ccccc2)(C(F)(F)F)S/C1=C(\\C#N)c1nnc(N2CCOCC2)n1-c1ccccc1", "orbital_gap_ev": 8.3, "symbols": ["F", "C", "H", "S", "C", "H", "C", "H", "O", "C", "C", "H", "C", "N", "H", "H", "N", "H", "H", "H", "N", "C", "O", "F", "C", "N", "N", "H", "H", "C", "C", "H", "C", "H", "C", "H", "H", "H", "H", "C", "N", "C", "H", "C", "H", "C", "H", "N", "C", "C", "H", "C", "C", "H", "H", "C", "C", "C", "F", "C", "C", "H", "C", "C"], "xyz": [[5.377993, -1.230526, -1.986161], [-3.193889, 0.562202, -0.173621], [3.194733, -2.304722, 0.972407], [2.406303, -0.480929, -1.911464], [1.101104, 0.204526, -0.938267], [-0.893850, -1.824205, -2.088069], [-5.356309, 0.848304, 0.772645], [-0.491984, 1.337909, 1.032497], [-6.710468, -0.459119, -0.760676], [5.397120, 2.771578, 0.950544], [4.522605, 1.475412, -0.869528], [-7.209800, 1.410492, -0.212625], [-1.518616, -1.698082, 1.244068], [-1.984346, 2.042010, -1.159257], [2.314580, 2.577839, 1.211944], [1.253334, 4.430882, 0.027828], [1.170539, 0.153534, 0.437940], [-0.311207, 3.485212, -0.086744], [-5.875734, 0.454641, 1.650808], [0.149508, -3.947667, -1.405384], [-4.210630, -0.019630, 0.528383], [-4.650795, -1.357318, 0.157583], [1.455854, -1.153097, 2.279325], [5.480069, -2.108743, -0.026187], [4.640681, -1.770913, -1.019694], [2.777074, -1.528621, 0.476914], [-1.995873, -0.049182, -0.463279], [5.363996, 3.421449, -1.090462], [5.302455, 1.847311, 2.881068], [0.576304, 1.242474, 1.222203], [0.164560, 0.904676, -3.031609], [-5.783269, 1.315404, -1.286850], [0.712244, 3.527154, 0.249450], [-4.992308, 1.855613, 0.968135], [-1.276484, 0.956331, -1.098367], [4.253944, -0.203584, 2.060851], [-5.057900, -0.894426, -1.916611], [-1.979774, -1.053592, 1.976781], [4.304119, 1.369147, -1.921123], [-0.342769, -3.707769, 0.666703], [-3.175751, 1.805751, -0.587567], [-0.951443, -2.902398, 1.615353], [0.719712, 0.965739, 2.269312], [5.119722, 2.630753, -0.398635], [-3.797183, -1.991589, -0.079186], [4.198007, 0.453374, 0.012960], [-6.007452, -2.269423, -1.276755], [0.217609, 1.048910, -4.168990], [1.279492, 2.528338, 0.899100], [5.084827, 1.747918, 1.828790], [0.113965, -4.639365, 0.963568], [3.552552, -0.822761, -0.499749], [-6.299003, 0.853432, -0.433152], [5.856915, 3.676311, 1.317571], [-0.967675, -3.200048, 2.651605], [-0.320320, -3.320759, -0.662965], [1.779966, -0.866301, 1.153347], [-1.487928, -1.309060, -0.090899], [4.138540, -2.917316, -1.488906], [-0.898992, -2.125506, -1.050582], [4.489220, 0.587735, 1.365492], [-5.178352, -1.776021, 1.019482], [-5.605275, -1.282519, -1.041771], [0.055727, 0.722830, -1.639526]], "forces_ev_per_a": [[-0.145, 0.286, -0.133], [0.413, 0.000, 0.045], [-0.067, 0.144, 0.060], [0.027, -0.086, 0.179], [0.401, -0.157, -0.554], [-0.016, 0.032, -0.067], [-0.295, 0.192, -0.119], [0.025, -0.067, 0.113], [-0.166, -0.067, 0.041], [0.008, 0.040, 0.032], [0.062, 0.001, 0.089], [0.079, 0.055, -0.009], [-0.038, 0.103, -0.212], [1.075, 0.091, -0.461], [0.163, 0.062, 0.001], [0.183, 0.169, -0.016], [-0.264, 0.221, -0.271], [-0.201, -0.066, -0.051], [-0.008, 0.067, -0.034], [0.043, -0.061, -0.065], [-0.024, -0.115, 0.316], [-0.282, -0.206, -0.451], [0.074, 0.018, 0.318], [-0.071, 0.112, 0.258], [0.297, -0.478, -0.030], [0.066, -0.162, 0.237], [-0.382, 0.798, -0.299], [0.029, 0.097, -0.064], [0.028, 0.030, 0.102], [-0.155, 0.408, 0.305], [0.153, 0.057, -0.346], [-0.086, -0.025, 0.059], [-0.050, 0.141, 0.021], [-0.096, -0.035, 0.072], [-0.234, -0.111, 0.257], [-0.050, -0.081, 0.059], [-0.041, -0.062, 0.039], [-0.035, 0.092, 0.070], [-0.022, 0.047, -0.049], [-0.010, -0.072, 0.049], [-1.007, -0.182, 0.308], [-0.055, -0.070, -0.025], [-0.094, 0.019, -0.186], [0.020, 0.018, -0.037], [-0.120, -0.020, 0.057], [0.029, 0.072, 0.034], [0.093, 0.025, -0.033], [0.070, 0.014, -0.483], [0.014, -0.155, 0.121], [0.012, -0.001, 0.080], [0.039, -0.099, 0.034], [-0.320, 0.178, -0.518], [0.164, 0.232, 0.195], [0.041, 0.090, 0.034], [0.024, -0.023, 0.109], [0.030, -0.004, -0.026], [0.319, -0.624, -0.079], [0.222, -0.622, 0.287], [-0.251, -0.057, -0.066], [-0.199, 0.064, 0.030], [0.013, 0.003, -0.121], [0.062, -0.054, -0.067], [0.269, -0.223, 0.158], [0.240, 0.005, 0.704]]}